ORCA calculation (ωB97M-V/def2-TZVPD) on a structure of composition C3H2KLiO3 at a distorted geometry.

Output
LUMO level (spin up / spin down) in eV: -3.8 / -4.2
E in hartree: -948.45981
Relative energy (zero: lowest compared OMol25 entry of this formula, charge and spin) in eV: 1.175
Highest occupied orbital energy (spin up / spin down) in eV: -11.034 / -12.761

ORCA input file:
```
! wB97M-V def2-TZVPD RIJCOSX def2/J DEFGRID3
* xyz 1 2
O -0.7523 1.7176 2.0732
C 0.2854 1.4788 1.5821
C 0.8171 0.6099 0.5799
H 1.3125 -0.1775 1.1659
H 1.1401 1.2989 -0.2191
C 0.3596 -0.8191 -0.7883
O -0.9055 -0.9011 -0.8232
O 1.1041 -1.5629 -1.4304
Li -0.5931 -2.2156 -2.3370
K -2.7679 0.5712 0.1968
*
```

Charges computed using natural (NBO), reported in e:
1 O -0.52
2 C 0.63
3 C -0.76
4 H 0.29
5 H 0.27
6 C 0.81
7 O -0.93
8 O -0.72
9 Li 0.95
10 K 0.98